No. 1
Entry from the Open Molecules 2025 dataset: the molecule C26H30N2O5 in a non-equilibrium geometry (ωB97M-V/def2-TZVPD).

## Properties
Highest occupied orbital energy: -8.3 eV
Energy relative to the best compared isomer or geometry (same formula, charge and spin): 215.1 kJ/mol
LUMO: -0.006 hartree
Calculated total energy: -40666.3711 eV

Atoms and positions in Å:
C 3.543 0.455 0.268
H 3.874 1.447 -0.033
H 3.934 0.239 1.257
H 2.459 0.457 0.321
C 4.024 -0.579 -0.747
N 3.587 -1.926 -0.400
C 2.758 -2.544 -1.417
C 1.352 -1.942 -1.445
C 0.651 -2.160 -0.106
N -0.726 -1.733 -0.128
C -1.755 -2.529 0.252
O -1.686 -3.683 0.613
C -2.966 -1.663 0.119
C -2.606 -0.431 -0.316
C -3.571 0.630 -0.519
O -3.310 1.760 -0.898
C -4.939 0.166 -0.206
C -6.020 1.042 -0.346
C -7.303 0.633 -0.064
C -7.536 -0.671 0.368
C -6.491 -1.554 0.516
C -5.187 -1.144 0.231
O -4.202 -2.067 0.398
H -6.648 -2.568 0.849
H -8.542 -0.992 0.589
H -8.129 1.318 -0.178
H -5.806 2.045 -0.683
C -1.119 -0.390 -0.499
C -0.472 0.672 0.358
C -0.530 0.583 1.743
C 0.041 1.569 2.517
C 0.675 2.649 1.923
C 0.753 2.749 0.541
C 0.169 1.743 -0.255
O 0.269 1.757 -1.625
C -0.413 2.822 -2.273
H 0.019 3.789 -2.010
H -1.475 2.805 -2.013
H -0.288 2.643 -3.340
O 1.381 3.757 -0.125
C 2.030 4.756 0.623
H 2.481 5.424 -0.110
H 2.815 4.335 1.259
H 1.324 5.321 1.239
H 1.114 3.407 2.551
H -0.003 1.508 3.594
H -1.026 -0.260 2.201
H -0.861 -0.183 -1.545
H 0.635 -3.223 0.148
H 1.200 -1.623 0.674
H 1.409 -0.873 -1.657
H 0.780 -2.423 -2.241
H 2.669 -3.608 -1.186
H 3.206 -2.458 -2.424
C 4.665 -2.782 0.059
C 5.220 -2.328 1.405
H 4.410 -2.231 2.122
H 5.930 -3.064 1.774
H 5.732 -1.373 1.321
H 5.489 -2.837 -0.677
H 4.260 -3.790 0.179
H 3.632 -0.305 -1.733
H 5.119 -0.541 -0.814

Atom charges from the Mulliken analysis, given in e for atoms 1 to 8:
1 C -0.489
2 H 0.454
3 H 0.329
4 H -0.270
5 C -1.231
6 N 0.721
7 C -1.658
8 C 0.241

No. 2
Entry from the Open Molecules 2025 dataset: the molecule C26H30N4O4 (ωB97M-V/def2-TZVPD).

## Properties
Highest occupied orbital energy: -9.1 eV
Energy relative to the best compared isomer or geometry (same formula, charge and spin): 92.9 kJ/mol
LUMO: 0.027 hartree
Calculated total energy: -41601.4703 eV

Atoms and positions in Å:
C 0.673 3.213 1.686
H -0.191 3.543 1.111
H 0.775 3.861 2.553
H 0.487 2.202 2.036
C 1.934 3.281 0.827
C 2.213 4.734 0.439
H 1.405 5.120 -0.178
H 3.142 4.813 -0.122
H 2.295 5.357 1.326
C 1.811 2.429 -0.444
C 2.069 0.923 -0.238
N 1.107 0.297 0.627
C -0.118 -0.075 0.206
O -0.530 0.126 -0.925
C -0.891 -0.745 1.268
C -2.160 -1.299 1.237
N -2.320 -1.890 2.459
C -1.197 -1.656 3.175
N -0.327 -0.974 2.492
H -1.057 -1.990 4.184
H -3.124 -2.439 2.719
C -3.188 -1.523 0.192
O -3.631 -2.656 0.041
N -3.608 -0.467 -0.521
C -3.263 0.907 -0.256
H -2.490 1.244 -0.950
H -4.158 1.521 -0.375
H -2.891 1.016 0.760
C -4.488 -0.688 -1.656
C -5.895 -0.246 -1.351
C -6.645 -0.953 -0.418
C -7.928 -0.548 -0.098
C -8.475 0.570 -0.708
C -7.734 1.279 -1.637
C -6.448 0.875 -1.955
H -5.873 1.430 -2.683
H -8.157 2.150 -2.116
H -9.477 0.886 -0.460
H -8.505 -1.106 0.624
H -6.214 -1.828 0.046
H -4.470 -1.761 -1.866
H -4.085 -0.142 -2.514
H 1.409 0.020 1.554
C 3.457 0.696 0.340
O 3.663 0.210 1.422
O 4.397 1.127 -0.494
C 5.767 0.983 -0.083
C 6.336 -0.319 -0.581
C 6.149 -1.485 0.151
C 6.641 -2.689 -0.322
C 7.323 -2.737 -1.526
C 7.508 -1.578 -2.260
C 7.014 -0.374 -1.791
H 7.155 0.530 -2.367
H 8.038 -1.612 -3.201
H 7.708 -3.677 -1.892
H 6.492 -3.591 0.253
H 5.613 -1.446 1.087
H 6.288 1.836 -0.522
H 5.810 1.031 1.010
H 2.017 0.445 -1.226
H 2.534 2.776 -1.183
H 0.811 2.539 -0.867
H 2.779 2.915 1.420

Atom charges from the Mulliken analysis, given in e for atoms 1 to 8:
1 C -1.513
2 H 0.324
3 H 0.454
4 H 0.300
5 C 1.047
6 C -1.663
7 H 0.351
8 H 0.400